Density functional theory data (the ωB97M-V functional and the def2-TZVPD basis) for 13 unconnected molecules or ions with the total composition C82H191N13O13 in a non-equilibrium geometry.

The value obtained for the strongest force on any atom is 3.50 eV/A. For the molecular weight, the calculation gives 1567.51 g/mol. As for the total energy: -134108.917 eV. The value obtained for the energy relative to the best compared isomer or geometry (same formula, charge and spin) is 118.9 kJ/mol. Its orbital gap is 8.78 eV. As for the total charge: 0.

Each atom is followed by the atoms it is bonded to, with distances in Å.
Cartesian coordinates (Å):
1 C -1.0259 3.6412 2.0104  C2 1.567, H12 1.112, H13 1.087, H14 1.100
2 C 0.1474 4.1109 2.9369  C1 1.567, C3 1.484, N7 1.493, C11 1.510
3 C 1.4157 3.6536 2.3172  C2 1.484, C4 1.561, H15 1.120, H16 1.087
4 C 2.6455 4.4258 2.8910  C3 1.561, C5 1.551, H17 1.118, H18 1.075
5 C 2.4037 5.9515 2.7485  C4 1.551, C6 1.460, H19 1.079, H20 1.079
6 C 1.1745 6.4522 3.3559  C5 1.460, N7 1.495, C9 1.560, C10 1.552
7 N 0.0640 5.5983 2.8346  C2 1.493, C6 1.495, O8 1.460
8 O -1.1675 6.0622 3.4677  N7 1.460, H30 0.986
9 C 1.2494 6.4962 4.9135  C6 1.560, H21 1.109, H22 1.102, H23 1.092
10 C 0.8614 7.8615 2.7861  C6 1.552, H24 1.073, H25 1.083, H26 1.093
11 C -0.0455 3.5136 4.3103  C2 1.510, H27 1.106, H28 1.101, H29 1.071
12 H -0.9622 2.5318 2.0536  C1 1.112
13 H -0.7813 3.9883 1.0095  C1 1.087
14 H -2.0477 3.9077 2.3180  C1 1.100
15 H 1.4500 2.5440 2.4627  C3 1.120
16 H 1.3157 3.8159 1.2472  C3 1.087
17 H 3.5061 4.0970 2.2583  C4 1.118
18 H 2.7370 4.1510 3.9267  C4 1.075
19 H 2.1623 5.9815 1.6976  C5 1.079
20 H 3.3031 6.5054 2.9706  C5 1.079
21 H 2.2188 6.9697 5.1701  C9 1.109
22 H 0.5175 7.2374 5.2727  C9 1.102
23 H 1.1542 5.5106 5.3744  C9 1.092
24 H 0.9960 7.8861 1.7216  C10 1.073
25 H -0.0984 8.2670 3.0823  C10 1.083
26 H 1.6216 8.5017 3.2416  C10 1.093
27 H -0.5387 2.5278 4.2247  C11 1.106
28 H -0.7269 4.1918 4.8468  C11 1.101
29 H 0.8604 3.2344 4.8095  C11 1.071
30 H -0.9662 6.0503 4.4324  O8 0.986
31 C -8.3422 -2.1268 -2.4941  C32 1.555, H42 1.086, H43 1.081, H44 1.073
32 C -7.5237 -2.1090 -1.1716  C31 1.555, C33 1.499, N37 1.505, C41 1.553
33 C -7.3590 -3.5136 -0.6748  C32 1.499, C34 1.560, H45 1.062, H46 1.066
34 C -6.2656 -4.3042 -1.4574  C33 1.560, C35 1.527, H47 1.100, H48 1.121
35 C -4.9619 -3.5083 -1.4561  C34 1.527, C36 1.478, H49 1.086, H50 1.126
36 C -5.1125 -2.1603 -2.0430  C35 1.478, N37 1.479, C39 1.492, C40 1.583
37 N -6.1534 -1.4903 -1.2335  C32 1.505, C36 1.479, O38 1.404
38 O -6.2435 -0.1145 -1.5002  N37 1.404, H60 0.974
39 C -3.7922 -1.5003 -1.8231  C36 1.492, H51 1.105, H52 1.085, H53 1.089
40 C -5.3522 -2.0298 -3.6022  C36 1.583, H54 1.116, H55 1.087, H56 1.084
41 C -8.3414 -1.3471 -0.0931  C32 1.553, H57 1.087, H58 1.071, H59 1.078
42 H -7.8285 -2.6380 -3.3029  C31 1.086
43 H -8.4487 -1.1117 -2.8493  C31 1.081
44 H -9.2627 -2.5934 -2.2008  C31 1.073
45 H -7.0125 -3.4210 0.3244  C33 1.062
46 H -8.2940 -4.0263 -0.6884  C33 1.066
47 H -6.5391 -4.5091 -2.5033  C34 1.100
48 H -6.1535 -5.3324 -1.0252  C34 1.121
49 H -4.2739 -4.0699 -2.0815  C35 1.086
50 H -4.5633 -3.3669 -0.4126  C35 1.126
51 H -3.6544 -1.3076 -0.7442  C39 1.105
52 H -2.9711 -2.1223 -2.1652  C39 1.085
53 H -3.6722 -0.5621 -2.3626  C39 1.089
54 H -4.3994 -2.3174 -4.1076  C40 1.116
55 H -6.1390 -2.7017 -3.9348  C40 1.087
56 H -5.6289 -0.9981 -3.7863  C40 1.084
57 H -8.4900 -0.3276 -0.4393  C41 1.087
58 H -7.7389 -1.4019 0.7903  C41 1.071
59 H -9.2709 -1.8773 0.0338  C41 1.078
60 H -6.0026 0.4247 -0.7252  O38 0.974
61 C -0.9590 4.3599 -3.4441  C62 1.504, H72 1.046, H73 1.114, H74 1.085
62 C -1.0466 4.0284 -4.9083  C61 1.504, C63 1.485, N67 1.489, C71 1.535
63 C -0.6940 2.6546 -5.3481  C62 1.485, C64 1.517, H75 1.117, H76 1.069
64 C -1.7046 1.5939 -4.9565  C63 1.517, C65 1.519, H77 1.081, H78 1.101
65 C -3.1250 1.9642 -5.3467  C64 1.519, C66 1.536, H79 1.113, H80 1.113
66 C -3.4776 3.4001 -4.9297  C65 1.536, N67 1.503, C69 1.538, C70 1.566
67 N -2.3958 4.2847 -5.4824  C62 1.489, C66 1.503, O68 1.469
68 O -2.7394 5.6793 -5.1746  N67 1.469, H90 0.957
69 C -4.7493 3.9056 -5.6320  C66 1.538, H81 1.100, H82 1.083, H83 1.104
70 C -3.8992 3.4218 -3.4214  C66 1.566, H84 1.072, H85 1.068, H86 1.085
71 C -0.0815 4.9407 -5.6779  C62 1.535, H87 1.083, H88 1.072, H89 1.091
72 H -1.4126 3.7117 -2.7592  C61 1.046
73 H -1.4738 5.3473 -3.4373  C61 1.114
74 H 0.0536 4.5058 -3.0822  C61 1.085
75 H -0.6160 2.6587 -6.4621  C63 1.117
76 H 0.2741 2.4307 -4.9550  C63 1.069
77 H -1.6334 1.4876 -3.8827  C64 1.081
78 H -1.5308 0.6715 -5.5321  C64 1.101
79 H -3.8614 1.3022 -4.8380  C65 1.113
80 H -3.2766 1.9384 -6.4493  C65 1.113
81 H -5.5423 3.1482 -5.5463  C69 1.100
82 H -5.1762 4.7868 -5.1683  C69 1.083
83 H -4.6015 4.0629 -6.7147  C69 1.104
84 H -3.9782 4.4493 -3.1261  C70 1.072
85 H -4.9136 3.0884 -3.4569  C70 1.068
86 H -3.3357 2.8343 -2.7048  C70 1.085
87 H -0.5240 5.0178 -6.6630  C71 1.083
88 H 0.8486 4.4090 -5.6546  C71 1.072
89 H -0.0028 5.9451 -5.2596  C71 1.091
90 H -2.7199 6.1993 -5.9777  O68 0.957
91 C 4.7256 3.7396 -4.2680  C92 1.502, H102 1.112, H103 1.112, H104 1.074
92 C 5.2651 3.6440 -2.8696  C91 1.502, C93 1.563, N97 1.517, C101 1.489
93 C 5.1446 5.0257 -2.1490  C92 1.563, C94 1.533, H105 1.085, H106 1.076
94 C 3.7129 5.3826 -1.7321  C93 1.533, C95 1.534, H107 1.126, H108 1.104
95 C 3.1708 4.2541 -0.8449  C94 1.534, C96 1.544, H109 1.120, H110 1.095
96 C 3.2269 2.8778 -1.5418  C95 1.544, N97 1.456, C99 1.505, C100 1.561
97 N 4.5460 2.5709 -2.0752  C92 1.517, C96 1.456, O98 1.439
98 O 4.3968 1.4134 -2.9173  N97 1.439, H120 0.957
99 C 2.8585 1.7823 -0.5773  C96 1.505, H111 1.082, H112 1.091, H113 1.074
100 C 2.1567 2.8748 -2.6783  C96 1.561, H114 1.089, H115 1.089, H116 1.086
101 C 6.6857 3.1992 -2.9118  C92 1.489, H117 1.078, H118 1.055, H119 1.089
102 H 4.6566 2.7446 -4.7591  C91 1.112
103 H 5.4501 4.2818 -4.9140  C91 1.112
104 H 3.7843 4.2430 -4.3858  C91 1.074
105 H 5.7405 4.9460 -1.2452  C93 1.085
106 H 5.5550 5.8098 -2.7615  C93 1.076
107 H 3.0738 5.5389 -2.6457  C94 1.126
108 H 3.7300 6.3513 -1.2025  C94 1.104
109 H 2.1983 4.4360 -0.3205  C95 1.120
110 H 3.9041 4.1809 -0.0348  C95 1.095
111 H 1.7768 1.8033 -0.5863  C99 1.082
112 H 3.0565 0.7742 -0.9453  C99 1.091
113 H 3.2700 1.8678 0.4112  C99 1.074
114 H 2.2539 1.9400 -3.2275  C100 1.089
115 H 1.1651 2.8563 -2.2280  C100 1.089
116 H 2.1707 3.7126 -3.3689  C100 1.086
117 H 7.0317 2.8487 -1.9531  C101 1.078
118 H 7.2756 3.9728 -3.3208  C101 1.055
119 H 6.7777 2.3747 -3.6179  C101 1.089
120 H 4.9711 0.7541 -2.5270  O98 0.957
121 C -1.3250 -2.6187 5.0370  C122 1.535, H132 1.094, H133 1.083, H134 1.090
122 C -0.8277 -1.3185 5.6835  C121 1.535, C123 1.526, N127 1.454, C131 1.493
123 C -1.5414 -1.2257 7.0291  C122 1.526, C124 1.505, H135 1.084, H136 1.085
124 C -0.9243 -0.2037 7.9449  C123 1.505, C125 1.536, H137 1.102, H138 1.088
125 C 0.5774 -0.4761 8.1196  C124 1.536, C126 1.522, H139 1.126, H140 1.128
126 C 1.3268 -0.4886 6.7948  C125 1.522, N127 1.495, C129 1.559, C130 1.478
127 N 0.5895 -1.4873 5.9622  C122 1.454, C126 1.495, O128 1.445
128 O 1.2764 -1.4633 4.6916  N127 1.445, H150 1.004
129 C 1.4395 0.9349 6.1693  C126 1.559, H141 1.078, H142 1.094, H143 1.125
130 C 2.6506 -1.1140 6.9990  C126 1.478, H144 1.101, H145 1.064, H146 1.082
131 C -1.1634 -0.1531 4.8128  C122 1.493, H147 1.087, H148 1.073, H149 1.098
132 H -0.7699 -2.8265 4.1170  C121 1.094
133 H -2.3875 -2.4761 4.8802  C121 1.083
134 H -1.1277 -3.4673 5.6919  C121 1.090
135 H -2.5968 -1.1306 6.8021  C123 1.084
136 H -1.4075 -2.1848 7.5178  C123 1.085
137 H -1.5212 -0.2490 8.8696  C124 1.102
138 H -1.1622 0.7824 7.5511  C124 1.088
139 H 0.7735 -1.4538 8.6417  C125 1.126
140 H 1.0134 0.3344 8.7713  C125 1.128
141 H 1.6857 0.7515 5.1363  C129 1.078
142 H 0.5392 1.5449 6.2913  C129 1.094
143 H 2.2644 1.4771 6.7092  C129 1.125
144 H 3.0857 -0.8120 7.9645  C130 1.101
145 H 2.5075 -2.1631 7.1009  C130 1.064
146 H 3.2961 -0.7812 6.1967  C130 1.082
147 H -0.3625 -0.0883 4.0809  C131 1.087
148 H -1.2040 0.7862 5.3307  C131 1.073
149 H -2.0730 -0.3080 4.2182  C131 1.098
150 H 1.8320 -2.2996 4.7181  O128 1.004
151 C 0.2636 -6.5973 1.0940  C152 1.513, H162 1.124, H163 1.072, H164 1.083
152 C -0.7257 -5.8691 1.9770  C151 1.513, C153 1.529, N157 1.453, C161 1.512
153 C -1.0845 -4.5027 1.3911  C152 1.529, C154 1.505, H165 1.091, H166 1.117
154 C -2.0708 -4.5018 0.2548  C153 1.505, C155 1.533, H167 1.103, H168 1.083
155 C -3.2700 -5.3896 0.6072  C154 1.533, C156 1.436, H169 1.052, H170 1.083
156 C -2.9029 -6.7127 1.0267  C155 1.436, N157 1.484, C159 1.545, C160 1.565
157 N -2.0190 -6.4942 2.1990  C152 1.453, C156 1.484, O158 1.517
158 O -1.8503 -7.8259 2.9052  N157 1.517, H180 0.989
159 C -4.2072 -7.3017 1.6086  C156 1.545, H171 1.079, H172 1.119, H173 1.111
160 C -2.4892 -7.6514 -0.1557  C156 1.565, H174 1.105, H175 1.061, H176 1.086
161 C -0.0659 -5.6226 3.3147  C152 1.512, H177 1.086, H178 1.098, H179 1.087
162 H -0.0311 -6.5887 0.0094  C151 1.124
163 H 0.4813 -7.5549 1.5240  C151 1.072
164 H 1.1612 -5.9996 1.1989  C151 1.083
165 H -1.5347 -3.9391 2.2092  C153 1.091
166 H -0.2079 -3.8891 1.0688  C153 1.117
167 H -1.5351 -4.8235 -0.6545  C154 1.103
168 H -2.4430 -3.5106 0.0260  C154 1.083
169 H -3.9230 -5.4106 -0.2174  C155 1.052
170 H -3.7037 -4.8488 1.4398  C155 1.083
171 H -4.1516 -8.3675 1.7700  C159 1.079
172 H -4.3633 -6.8332 2.6123  C159 1.119
173 H -5.0276 -7.0616 0.8996  C159 1.111
174 H -2.0625 -8.5686 0.2891  C160 1.105
175 H -3.4035 -7.8560 -0.6535  C160 1.061
176 H -1.7353 -7.1911 -0.7880  C160 1.086
177 H 0.3971 -6.5151 3.7243  C161 1.086
178 H -0.8319 -5.3643 4.0582  C161 1.098
179 H 0.5932 -4.7600 3.2590  C161 1.087
180 H -1.3657 -8.4009 2.2635  O158 0.989
181 C -3.4367 -1.4881 2.1487  C182 1.518, H187 1.087, H188 1.085, H189 1.083
182 C -4.3807 -0.3312 2.4221  C181 1.518, C183 1.557, N186 1.457, H190 1.095
183 C -3.7129 0.9168 1.7743  C182 1.557, O184 1.444, H191 1.061, H192 1.109
184 O -4.5609 2.0744 1.9341  C183 1.444, C185 1.442
185 C -4.8103 2.5150 3.2839  O184 1.442, H193 1.068, H194 1.089, H195 1.100
186 N -5.7572 -0.5678 2.0069  C182 1.457, H196 1.016, H197 1.010
187 H -2.4547 -1.3221 2.5834  C181 1.087
188 H -3.3797 -1.5698 1.0683  C181 1.085
189 H -3.8140 -2.4255 2.5389  C181 1.083
190 H -4.3036 -0.1715 3.5024  C182 1.095
191 H -3.5398 0.7263 0.7445  C183 1.061
192 H -2.7067 0.9511 2.2398  C183 1.109
193 H -5.4997 3.3305 3.2657  C185 1.068
194 H -3.8471 2.7282 3.7441  C185 1.089
195 H -5.1925 1.6803 3.8902  C185 1.100
196 H -6.3279 0.2680 2.0936  N186 1.016
197 H -5.8251 -1.0115 1.1025  N186 1.010
198 C 3.1015 -4.5524 -2.0573  C199 1.506, H204 1.098, H205 1.099, H206 1.082
199 C 3.9335 -4.9472 -3.2489  C198 1.506, C200 1.479, N203 1.438, H207 1.109
200 C 4.3638 -6.3584 -3.1510  C199 1.479, O201 1.448, H208 1.098, H209 1.084
201 O 5.0930 -6.5711 -1.9184  C200 1.448, C202 1.411
202 C 5.2333 -7.9240 -1.5438  O201 1.411, H210 1.075, H211 1.090, H212 1.099
203 N 3.1787 -4.7576 -4.4583  C199 1.438, H213 1.012, H214 0.986
204 H 2.8203 -3.4945 -2.1489  C198 1.098
205 H 3.6316 -4.6535 -1.0995  C198 1.099
206 H 2.1593 -5.0845 -2.0833  C198 1.082
207 H 4.8238 -4.2869 -3.2259  C199 1.109
208 H 5.0401 -6.6046 -3.9806  C200 1.098
209 H 3.4475 -6.9343 -3.2161  C200 1.084
210 H 4.2859 -8.4260 -1.6152  C202 1.075
211 H 5.8263 -7.9984 -0.6324  C202 1.090
212 H 5.7749 -8.4809 -2.3215  C202 1.099
213 H 2.3915 -5.3847 -4.5678  N203 1.012
214 H 3.7822 -4.7558 -5.2377  N203 0.986
215 C 1.2867 -0.2319 -5.4456  C216 1.517, H221 1.093, H222 1.098, H223 1.094
216 C 1.0708 -0.6447 -4.0018  C215 1.517, C217 1.526, N220 1.482, H224 1.112
217 C 0.3887 -2.0093 -4.0319  C216 1.526, O218 1.422, H225 1.078, H226 1.078
218 O -0.8268 -1.9651 -4.7682  C217 1.422, C219 1.390
219 C -1.4538 -3.2056 -4.7335  O218 1.390, H227 1.117, H228 1.065, H229 1.090
220 N 2.2594 -0.7957 -3.1290  C216 1.482, H230 0.986, H231 1.006
221 H 1.8875 -0.9540 -6.0054  C215 1.093
222 H 1.7554 0.7566 -5.5435  C215 1.098
223 H 0.2739 -0.2211 -5.8578  C215 1.094
224 H 0.3418 0.0894 -3.5952  C216 1.112
225 H 0.1606 -2.4058 -3.0553  C217 1.078
226 H 1.0570 -2.7442 -4.4520  C217 1.078
227 H -1.9504 -3.3601 -3.7450  C219 1.117
228 H -0.8953 -4.0730 -4.9997  C219 1.065
229 H -2.2540 -3.1934 -5.4729  C219 1.090
230 H 2.7739 0.0365 -3.0107  N220 0.986
231 H 2.9239 -1.3877 -3.5973  N220 1.006
232 C 7.5927 0.8094 0.1511  C233 1.505, H238 1.094, H239 1.097, H240 1.103
233 C 7.5652 -0.6766 0.3863  C232 1.505, C234 1.594, N237 1.490, H241 1.111
234 C 7.0119 -1.3863 -0.9299  C233 1.594, O235 1.437, H242 1.098, H243 1.115
235 O 5.6847 -0.9645 -1.2828  C234 1.437, C236 1.418
236 C 4.7352 -1.6510 -0.4849  O235 1.418, H244 1.096, H245 1.100, H246 1.121
237 N 8.8977 -1.3072 0.6056  C233 1.490, H247 0.997, H248 1.040
238 H 8.4566 1.0771 -0.4637  C232 1.094
239 H 7.6933 1.3879 1.0777  C232 1.097
240 H 6.6724 1.1729 -0.3358  C232 1.103
241 H 6.9683 -0.9247 1.2897  C233 1.111
242 H 7.0213 -2.4834 -0.8834  C234 1.098
243 H 7.6352 -0.9669 -1.7537  C234 1.115
244 H 4.9668 -2.7153 -0.3643  C236 1.096
245 H 3.7715 -1.4797 -0.9866  C236 1.100
246 H 4.7118 -1.1596 0.5227  C236 1.121
247 H 8.7538 -2.2930 0.6487  N237 0.997
248 H 9.3235 -0.9434 1.4815  N237 1.040
249 C -3.1193 5.8446 -0.4633  C250 1.539, H255 1.096, H256 1.124, H257 1.074
250 C -1.9274 6.7868 -0.7087  C249 1.539, C251 1.521, N254 1.512, H258 1.089
251 C -2.0801 7.5677 -2.0050  C250 1.521, O252 1.440, H259 1.122, H260 1.123
252 O -0.7660 7.9927 -2.4114  C251 1.440, C253 1.416
253 C -0.9206 8.6464 -3.6584  O252 1.416, H261 1.082, H262 1.107, H263 1.081
254 N -1.6545 7.7537 0.4209  C250 1.512, H264 1.007, H265 1.013
255 H -3.1412 4.9661 -1.1189  C249 1.096
256 H -4.1271 6.3423 -0.4908  C249 1.124
257 H -3.0834 5.5248 0.5616  C249 1.074
258 H -1.0256 6.2352 -0.9697  C250 1.089
259 H -2.7201 8.4807 -1.8811  C251 1.122
260 H -2.5081 6.8636 -2.7675  C251 1.123
261 H 0.0656 8.8808 -4.0358  C253 1.082
262 H -1.4827 9.5826 -3.4758  C253 1.107
263 H -1.4976 8.1347 -4.4164  C253 1.081
264 H -0.6738 7.9836 0.4056  N254 1.007
265 H -1.8340 7.3685 1.3408  N254 1.013
266 C 5.0756 -2.3938 3.9860  C267 1.511, H272 1.072, H273 1.102, H274 1.083
267 C 3.9930 -3.2003 3.3070  C266 1.511, C268 1.480, N271 1.520, H275 1.139
268 C 4.6555 -4.1707 2.4077  C267 1.480, O269 1.479, H276 1.080, H277 1.105
269 O 3.5877 -4.9413 1.7341  C268 1.479, C270 1.402
270 C 4.0515 -6.1187 1.1301  O269 1.402, H278 1.122, H279 1.101, H280 1.111
271 N 3.1373 -3.8327 4.3928  C267 1.520, H281 1.031, H282 1.040
272 H 5.6839 -3.0363 4.5912  C266 1.072
273 H 4.5761 -1.6999 4.6815  C266 1.102
274 H 5.8108 -1.8497 3.4056  C266 1.083
275 H 3.3018 -2.4912 2.7449  C267 1.139
276 H 5.2961 -4.7587 3.0485  C268 1.080
277 H 5.2061 -3.6031 1.6363  C268 1.105
278 H 4.8187 -6.0101 0.3181  C270 1.122
279 H 3.1770 -6.6446 0.7166  C270 1.101
280 H 4.4865 -6.7242 1.9536  C270 1.111
281 H 2.5139 -4.3817 3.7814  N271 1.031
282 H 3.7550 -4.4874 4.9139  N271 1.040
283 C 0.9082 -0.7151 1.4171  C284 1.544, H289 1.077, H290 1.081, H291 1.078
284 C 0.1673 -1.3296 0.2103  C283 1.544, C285 1.460, N288 1.514, H292 1.101
285 C -0.2010 -0.3270 -0.7855  C284 1.460, O286 1.389, H293 1.085, H294 1.089
286 O -1.0211 0.6191 -0.1842  C285 1.389, C287 1.388
287 C -1.7508 1.5305 -0.9345  O286 1.388, H295 1.121, H296 1.074, H297 1.127
288 N 0.8996 -2.4189 -0.5436  C284 1.514, H298 1.005, H299 1.022
289 H 1.6370 -0.0124 1.0489  C283 1.077
290 H 1.3422 -1.4818 2.0437  C283 1.081
291 H 0.1623 -0.1985 2.0000  C283 1.078
292 H -0.7896 -1.7747 0.5255  C284 1.101
293 H -0.7455 -0.7668 -1.6147  C285 1.085
294 H 0.6383 0.2031 -1.2341  C285 1.089
295 H -1.2202 1.8086 -1.8818  C287 1.121
296 H -1.8816 2.4033 -0.3225  C287 1.074
297 H -2.7053 1.0924 -1.3436  C287 1.127
298 H 1.5846 -2.8859 0.0242  N288 1.005
299 H 1.3022 -2.1332 -1.4383  N288 1.022

Mulliken population analysis, charges in e, atoms 1 to 6: number 1, C, carries -1.0583; number 2, C, carries 2.2184; number 3, C, carries -0.1669; number 4, C, carries -0.9660; number 5, C, carries -1.6840; number 6, C, carries 1.8883